1.
ORCA calculation (ωB97M-V with the def2-TZVPD basis set) on a cluster of 2 separate species, C4H14N3P in total in a non-equilibrium geometry.

Positions of all 22 atoms, in Å:
C -1.99985 1.64310 0.18626
C -2.36773 0.21982 -0.15343
N -1.67993 -0.65961 0.39192
C -1.96133 -2.02487 -0.02303
H -0.93810 1.73541 0.11786
H -2.47940 2.27022 -0.45626
H -2.28121 1.85473 1.20067
H -3.12782 0.06302 -0.99106
H -1.59396 -2.00478 -1.10976
H -1.31153 -2.81030 0.39348
H -3.01013 -2.23578 -0.00676
C 2.72440 -0.78464 0.31909
P 1.22019 0.21346 0.64145
N 1.05795 0.21543 -1.13855
N 2.14444 1.65922 0.80020
H 3.24338 -0.20110 -0.43255
H 3.46176 -0.77145 1.23001
H 2.53152 -1.87026 0.05421
H 0.34350 0.69300 -1.27614
H 0.52236 -0.66457 -1.37602
H 2.65810 1.74539 1.66579
H 2.84338 1.71458 -0.03739

As for the HOMO energy: -0.3058 Eh. The calculation puts the total energy at -18131.781 eV. Its net charge is 0. As for the gap between HOMO and LUMO: 9.340 eV. The structure (SMILES) is C/C=N/C.CP(N)N.

---

2.
ORCA calculation (ωB97M-V with the def2-TZVPD basis set) on an isolated molecule of S2 in a non-equilibrium geometry.

Positions of all 2 atoms, in Å:
S 0.00000 0.00000 1.27517
S 0.00000 0.00000 -1.27517

As for the HOMO energy: -0.3560 Eh. The calculation puts the total energy at -21665.871 eV. Its net charge is 0. As for the gap between HOMO and LUMO: 5.519 eV.

---

3.
ORCA calculation (ωB97M-V with the def2-TZVPD basis set) on a cluster of 6 separate species, C17H22F5N5O15PS in total in a non-equilibrium geometry.

Positions of all 66 atoms, in Å:
N 6.41776 -1.37169 2.04788
C 6.22878 -1.35665 0.68868
N 6.57642 -0.31241 -0.08125
C 6.20038 -0.73532 -1.32719
N 6.39687 0.05823 -2.38099
P 7.18030 1.62583 -2.18118
S 5.99032 3.07805 -1.77149
N 5.66198 -1.94897 -1.28909
N 5.69970 -2.36738 0.00142
H 5.54659 -1.68855 2.47893
H 6.55841 -0.39652 2.31699
H 6.08855 -0.28016 -3.28728
H 8.19523 1.54925 -1.19418
H 7.88347 1.80455 -3.40334
H 5.31027 -2.44892 -2.09420
H 5.39622 -3.25833 0.37455
C 1.61822 -1.72609 -1.80214
C 2.10638 -0.79653 -0.72258
O 1.15150 -0.96629 0.29928
C 0.67749 -2.24563 0.16942
O 0.07009 -2.82090 1.00043
O 1.01160 -2.76998 -1.04438
F 2.08207 0.49110 -1.13664
H 0.87158 -1.25849 -2.44616
H 2.42540 -2.11270 -2.42390
H 3.10175 -1.03765 -0.33406
C -1.84439 -4.91283 3.16058
C -3.22817 -5.32968 2.75515
O -3.93276 -5.32228 3.99013
C -3.32169 -4.38470 4.76798
O -3.79117 -3.91922 5.75189
O -2.10310 -4.04280 4.26466
F -3.23576 -6.58955 2.25422
H -1.23586 -5.75520 3.49727
H -1.31598 -4.39245 2.36405
H -3.71273 -4.65231 2.04963
C -6.21864 -1.79669 -0.06301
C -6.58585 -2.65846 1.11207
O -5.79254 -3.81914 0.90746
C -4.68385 -3.40608 0.23445
O -3.68848 -4.05245 0.13051
O -4.85266 -2.17065 -0.29114
F -7.89141 -3.00987 1.07996
H -6.81027 -2.02675 -0.95047
H -6.30742 -0.73519 0.15027
H -6.35018 -2.22218 2.08525
C -8.67043 3.45022 0.79324
C -8.81542 2.26169 1.70380
O -8.42656 1.18243 0.86870
C -7.54010 1.69712 -0.02928
O -6.81517 1.03919 -0.70349
O -7.58569 3.05040 -0.04962
F -10.10063 2.08208 2.08211
H -9.56041 3.61909 0.18477
H -8.43298 4.36513 1.33146
H -8.17534 2.28847 2.58813
C 5.15651 6.57249 -3.37139
C 6.16212 6.97481 -2.33052
O 6.14382 8.38536 -2.40645
C 4.88449 8.72978 -2.82075
O 4.42827 9.81623 -2.74277
O 4.22404 7.65012 -3.32765
F 7.40492 6.53307 -2.65258
H 5.59174 6.50982 -4.37087
H 4.67159 5.62597 -3.13932
H 5.91083 6.65718 -1.31595

As for the HOMO energy: -0.4509 Eh. The calculation puts the total energy at -89853.683 eV. Its net charge is +1. As for the gap between HOMO and LUMO: 8.587 eV.